A cluster of 12 separate species, C48H132N12O12 in total at a distorted geometry, computed with ωB97M-V/def2-TZVPD.

```
204
Properties=species:S:1:pos:R:3:forces:R:3
C 3.551902 -0.521197 1.161374 -0.05 -0.85 -0.55
O 4.788902 -1.136575 1.410315 0.93 0.48 1.32
C 4.911870 -2.537945 1.560022 1.06 0.60 -1.66
C 6.428696 -2.961188 1.611446 -0.68 0.61 0.18
C 7.100740 -2.797870 0.258928 -0.27 1.34 -0.11
N 6.416375 -4.344258 1.926867 0.19 -1.40 0.83
H 3.152757 -1.136859 0.355307 -0.62 0.81 -0.68
H 3.742350 0.538206 0.989582 0.14 -0.20 -0.78
H 2.759448 -0.473475 1.908265 0.28 -0.71 0.94
H 4.223111 -2.950731 2.297118 0.39 0.02 0.64
H 4.668759 -3.069526 0.640021 -0.86 0.21 -0.33
H 6.975397 -2.433904 2.393232 0.01 0.32 -0.03
H 8.144979 -3.092985 0.156036 -0.06 -0.24 0.51
H 7.056375 -1.732895 0.030965 0.06 0.09 -0.33
H 6.536662 -3.317994 -0.515276 -0.14 -0.13 -0.04
H 6.375243 -4.908707 1.090331 -0.24 -0.13 0.04
H 5.593174 -4.497525 2.491632 0.03 -0.73 0.06
C -3.121811 0.727747 -1.199343 -0.28 -1.02 -0.33
O -2.966925 -0.274716 -2.229012 1.19 0.03 2.06
C -3.366883 0.087943 -3.504366 0.45 -1.49 -0.78
C -3.119211 -1.196700 -4.423608 -2.04 0.00 0.15
C -3.471174 -0.913880 -5.882305 1.17 -0.76 0.21
N -3.989438 -2.308378 -3.891801 0.40 0.85 0.17
H -4.195271 0.847270 -1.052704 -0.16 0.95 -0.30
H -2.507896 1.609401 -1.383456 -0.48 0.29 -0.38
H -2.807321 0.382521 -0.214457 0.45 -0.74 -0.26
H -4.422564 0.350383 -3.435383 -0.42 -0.16 -0.64
H -2.834457 0.963822 -3.875124 0.29 0.07 -0.16
H -2.122837 -1.633069 -4.493704 0.63 0.93 0.72
H -4.506285 -0.636459 -6.081481 0.28 0.27 -0.03
H -3.187694 -1.812554 -6.430124 -0.70 -0.44 -0.10
H -2.664729 -0.286315 -6.261654 -0.59 1.00 -0.14
H -3.710736 -3.190242 -4.297702 0.06 -0.17 -0.75
H -3.659052 -2.449290 -2.947830 -0.21 0.24 0.54
C 3.017696 -8.287014 0.943154 -1.00 -0.82 -1.39
O 1.582582 -8.287813 0.599130 0.87 -0.31 0.58
C 0.821979 -7.296901 1.252822 -0.74 1.22 0.79
C -0.745674 -7.557997 1.310120 0.47 0.22 -1.91
C -1.699997 -6.712663 2.115842 0.71 2.03 -0.25
N -1.060727 -8.849543 1.704131 0.28 -4.31 1.54
H 3.366909 -9.295501 0.721563 -0.36 -0.43 0.83
H 3.249231 -7.957379 1.955985 -0.23 -0.04 -0.04
H 3.631097 -7.805328 0.181692 -0.35 1.18 0.11
H 1.234979 -7.100712 2.242295 -0.15 -0.41 0.59
H 0.996405 -6.339523 0.761813 -0.51 0.00 -0.34
H -1.088411 -7.627843 0.277776 0.35 1.61 -0.72
H -1.535764 -6.790382 3.190591 0.28 0.09 -0.06
H -2.757209 -6.917526 1.947186 0.17 -0.62 -0.32
H -1.586694 -5.689539 1.757407 -0.01 0.57 0.45
H -1.804937 -9.205647 1.121513 -0.29 -0.06 0.24
H -0.306875 -9.495267 1.517459 0.33 -0.16 0.05
C -4.066092 -8.235634 -1.495950 -1.24 1.18 0.44
O -3.101664 -7.820917 -2.405824 0.46 -0.82 -0.68
C -3.660627 -6.985408 -3.363502 0.09 0.91 -1.47
C -2.746081 -6.837862 -4.587909 0.67 1.50 0.02
C -1.298222 -6.582238 -4.279614 0.37 -0.54 0.84
N -3.113136 -5.655970 -5.447284 -0.25 -1.39 0.84
H -5.010362 -8.555710 -1.936398 0.24 -1.13 -0.67
H -4.487192 -7.314759 -1.092489 0.33 0.21 1.31
H -3.679586 -8.941377 -0.760671 0.02 0.25 -0.16
H -4.641836 -7.295554 -3.722887 -0.21 -0.83 -0.03
H -3.917160 -5.997154 -2.981849 0.49 0.49 0.50
H -2.624045 -7.771852 -5.136412 -1.12 -0.31 -0.23
H -0.713313 -6.625046 -5.198385 0.05 -0.17 -0.03
H -1.065603 -7.433238 -3.639471 0.93 0.25 0.21
H -1.080401 -5.616124 -3.824356 -0.22 -0.08 0.32
H -4.116362 -5.622499 -5.559192 -0.27 -0.04 -0.47
H -2.682986 -5.956361 -6.310324 -0.33 0.66 -0.64
C 3.747831 -6.645404 4.822636 -1.46 0.29 -0.28
O 2.573701 -7.532713 5.052541 2.20 0.64 0.82
C 2.784534 -8.373535 6.217696 1.18 -1.89 -1.51
C 1.737952 -9.518426 6.296075 0.29 1.45 -0.27
C 1.759889 -10.411240 5.044915 0.23 0.30 0.29
N 0.441836 -8.894502 6.398518 -1.36 0.08 -0.26
H 3.381708 -5.913170 4.102977 -0.19 0.21 0.13
H 4.657746 -7.007098 4.343761 -0.23 -1.25 0.10
H 4.089237 -6.111514 5.709485 -0.43 -0.16 0.33
H 3.713208 -8.885121 5.964807 0.53 -0.10 0.45
H 2.938640 -7.872290 7.173256 -0.48 0.58 -0.16
H 1.920472 -10.025175 7.243694 0.31 -0.44 -0.13
H 1.654738 -9.730162 4.200418 0.06 -0.10 -0.20
H 0.932494 -11.119109 4.995641 -0.07 0.08 0.30
H 2.685192 -10.974637 4.924523 0.08 0.07 0.11
H 0.498599 -7.910149 6.617432 0.27 -0.10 0.33
H 0.029130 -8.867259 5.477089 -0.34 -0.16 -0.18
C -4.773332 -3.113910 -0.230825 0.27 0.46 -0.65
O -6.076374 -3.423052 -0.590131 -1.91 -0.36 0.62
C -6.810014 -2.448399 -1.319147 1.02 0.63 0.11
C -7.114842 -1.084413 -0.596922 -1.97 -1.91 0.11
C -8.018706 -1.295035 0.621575 0.87 0.13 1.37
N -7.968456 -0.331819 -1.490345 0.90 0.94 -1.04
H -4.426200 -3.847806 0.496499 0.09 -0.16 -0.32
H -4.627613 -2.132340 0.220160 -0.26 0.30 0.20
H -4.208781 -3.093584 -1.163013 0.69 -0.23 0.21
H -6.302837 -2.297377 -2.272071 0.58 0.63 -0.13
H -7.748773 -2.856640 -1.693554 -0.26 -0.48 0.82
H -6.211914 -0.526742 -0.348251 -0.13 0.04 0.00
H -8.998383 -1.755396 0.493523 0.27 -0.50 -0.80
H -8.303195 -0.351095 1.086484 0.47 0.30 -0.14
H -7.471453 -1.854752 1.380092 -0.16 -0.24 0.17
H -8.645599 -0.965055 -1.891092 -0.37 -0.10 0.06
H -7.365335 -0.103999 -2.267805 -0.15 0.50 -0.58
C 0.316637 0.865040 -4.065027 1.45 1.64 0.07
O 0.950290 0.838660 -2.728449 -1.45 1.03 -1.44
C 1.968991 -0.092909 -2.637696 1.43 -2.10 -1.37
C 3.261108 0.134359 -3.517852 -0.29 -0.33 -0.89
C 4.412798 -0.814333 -3.284154 -0.03 -0.18 1.00
N 3.698311 1.511684 -3.462820 -0.49 0.51 0.69
H 0.949954 1.426387 -4.751981 1.35 -0.91 -0.31
H -0.410136 1.662814 -4.218172 -1.21 -0.58 1.55
H 0.030214 -0.084325 -4.517551 -0.02 -0.12 0.56
H 2.265923 -0.294019 -1.608387 -0.22 0.58 0.24
H 1.571285 -1.030366 -3.026417 -0.08 -0.60 0.14
H 3.025235 -0.071306 -4.561963 -0.69 0.17 -0.20
H 4.138947 -1.857231 -3.443747 -0.07 -0.07 0.13
H 4.753682 -0.663156 -2.259920 0.19 -0.35 0.29
H 5.274180 -0.610674 -3.920270 -0.22 0.24 -0.22
H 2.890123 1.911981 -3.008184 -0.30 1.18 -0.29
H 4.381722 1.631744 -2.728901 0.60 -0.19 0.08
C 8.981661 -6.078397 -1.739748 0.14 1.82 -0.48
O 9.541477 -4.739052 -1.715872 1.26 0.19 0.71
C 10.896832 -4.664282 -1.153472 -0.41 0.37 -0.87
C 11.584081 -3.299354 -1.186875 1.18 1.95 -2.20
C 11.919610 -2.746183 -2.658329 -2.79 -1.64 0.08
N 12.919809 -3.409764 -0.606464 0.85 -0.36 1.42
H 9.257270 -6.557864 -0.800473 -0.19 -0.62 -0.39
H 9.209977 -6.544664 -2.698166 0.94 -0.64 0.35
H 7.908564 -5.950984 -1.882355 -0.19 0.16 0.79
H 10.950050 -4.924109 -0.096227 -0.51 -0.57 0.11
H 11.582657 -5.281311 -1.733996 -0.11 -0.60 0.03
H 11.021837 -2.491039 -0.719327 -0.41 -0.30 0.32
H 10.962143 -2.886927 -3.159873 -0.48 0.26 -0.34
H 12.513924 -3.453893 -3.236276 0.74 0.30 0.44
H 12.119758 -1.690419 -2.841128 0.63 -0.18 0.69
H 13.073082 -4.132670 0.082026 -0.54 -0.95 -0.18
H 13.152781 -2.642345 0.007437 -0.18 0.84 -0.47
C 6.630921 -4.472919 -4.800751 -1.48 -0.90 0.35
O 5.188323 -4.686332 -4.939625 0.14 0.80 -0.51
C 4.792496 -5.593026 -5.984850 0.99 -0.56 1.27
C 3.344264 -6.106531 -5.927180 0.60 1.59 -0.59
C 3.178561 -7.087038 -4.836803 -1.06 -0.34 1.25
N 2.913720 -6.698252 -7.205377 0.59 0.29 0.23
H 6.699502 -3.903230 -3.874013 0.31 0.15 -0.28
H 7.153801 -4.016065 -5.640980 -0.50 0.43 -0.17
H 7.124447 -5.434548 -4.659968 0.01 -0.27 0.17
H 5.025069 -5.194350 -6.972302 0.24 -0.05 -0.08
H 5.342950 -6.477944 -5.665447 0.71 -0.48 -1.22
H 2.767242 -5.212117 -5.692331 -0.61 -0.09 -0.18
H 3.904717 -7.894385 -4.741960 0.24 0.10 -0.41
H 2.194691 -7.537718 -4.967051 -0.04 -0.13 0.26
H 3.177659 -6.531659 -3.898901 0.06 -0.24 0.19
H 2.927177 -6.004035 -7.938850 -0.27 0.45 -0.06
H 3.695505 -7.276047 -7.479346 0.05 -0.74 -0.17
C 1.071099 -6.330725 9.614018 0.86 -1.48 -0.26
O 1.382889 -5.815608 8.311307 -0.15 -0.32 0.79
C 0.255981 -5.586103 7.461601 0.59 1.20 0.31
C 0.731594 -4.872995 6.128557 -1.23 -0.41 1.08
C -0.081754 -3.562551 5.884710 0.84 -0.68 0.31
N 0.431838 -5.764478 5.027708 -0.54 0.55 -0.97
H 0.383272 -5.813723 10.283122 -0.11 0.61 -0.54
H 1.988201 -6.548384 10.161427 0.52 1.11 -0.10
H 0.782216 -7.381452 9.589056 -1.03 -0.16 -0.66
H -0.323460 -6.486407 7.257126 0.18 -0.13 -0.16
H -0.412442 -4.945156 8.036491 -0.29 0.34 -0.14
H 1.806990 -4.699637 6.168044 0.10 0.36 0.51
H -1.142360 -3.810079 5.840773 -0.02 0.05 0.07
H 0.206101 -3.116300 4.932817 0.03 -0.02 -0.11
H 0.111128 -2.815515 6.654681 -0.11 -0.09 0.11
H 0.476709 -5.154378 4.224045 -0.31 -0.18 -0.62
H 1.158168 -6.447950 4.868288 0.08 -0.24 0.36
C -1.652482 -1.636419 2.963382 1.69 -0.47 0.33
O -2.582694 -0.678536 2.638421 -1.14 0.21 0.34
C -3.450423 -0.326116 3.715944 0.62 0.83 -0.62
C -4.373713 0.739048 3.147453 -0.67 -0.81 0.52
C -4.886985 1.624425 4.264719 -0.60 1.43 -0.62
N -5.502818 0.148958 2.427981 -0.20 -0.32 0.11
H -0.843301 -1.196899 3.546601 0.16 0.19 0.45
H -1.134273 -1.997236 2.074916 -0.41 -0.15 -0.25
H -2.022783 -2.475140 3.552900 -0.40 -0.18 -0.12
H -3.956457 -1.183019 4.160617 -0.50 -0.42 -0.53
H -2.976580 0.090933 4.604564 1.05 0.21 -0.19
H -3.909491 1.325435 2.354516 0.77 0.16 0.55
H -4.139720 2.042041 4.939484 0.22 -0.36 -0.04
H -5.731210 1.249626 4.843438 0.19 -0.52 -0.01
H -5.295781 2.485067 3.735308 -0.24 0.24 0.20
H -5.128024 -0.334447 1.624280 0.13 0.07 -0.42
H -5.810337 -0.627033 2.996634 -0.62 -0.13 0.23
C -1.468681 -2.975488 -0.786665 -2.27 0.40 0.48
O -0.306190 -3.289700 -0.165097 3.45 -0.16 -0.26
C 0.515750 -4.062289 -1.096352 -0.22 1.19 -0.34
C 2.024183 -3.774164 -0.953413 -0.87 -1.51 2.09
C 2.939548 -4.661204 -1.734651 -0.04 0.39 -1.87
N 2.377894 -4.135710 0.441720 -0.26 0.87 0.33
H -1.460806 -2.262329 -1.610963 0.63 -0.15 -0.48
H -2.069261 -2.450640 -0.043750 -0.38 -0.22 0.14
H -1.932088 -3.925660 -1.052230 -0.71 0.11 -0.44
H 0.186854 -5.087016 -0.923535 0.60 -0.41 -0.26
H 0.230634 -3.755695 -2.102738 -0.22 -0.15 -0.26
H 2.225291 -2.714077 -1.107954 -0.05 -0.01 -0.13
H 2.738293 -4.593464 -2.803758 0.00 0.08 -0.25
H 2.848928 -5.722677 -1.504062 0.05 0.08 0.43
H 3.953822 -4.283385 -1.605796 0.09 -0.37 0.16
H 1.752149 -3.582797 1.009918 -0.03 0.32 0.56
H 2.002325 -5.064357 0.570793 0.32 -0.23 0.03
```
Positions in Å, forces in eV/Å.

- HOMO energy (eV) = -8.78
- structure (SMILES) = COC[C@H](C)N.COC[C@H](C)N.COC[C@H](C)N.COC[C@H](C)N.COC[C@H](C)N.COC[C@H](C)N.COC[C@H](C)N.COC[C@H](C)N.COC[C@H](C)N.COC[C@H](C)N.COC[C@H](C)N.COC[C@H](C)N
- DFT total energy (eV) = -94354.1297
- LUMO (eV) = 0.4541
- ΔE to the lowest compared entry with this formula, charge and spin (kcal/mol) = 210.98
- HOMO-LUMO gap (eV) = 9.230

Löwdin population analysis, charges in e, atoms 1 to 99:
1. C -0.103
2. O -0.185
3. C -0.196
4. C -0.439
5. C -0.053
6. N 0.029
7. H 0.060
8. H 0.092
9. H 0.079
10. H 0.113
11. H 0.084
12. H 0.134
13. H 0.068
14. H 0.079
15. H 0.071
16. H 0.067
17. H 0.054
18. C -0.056
19. O -0.231
20. C -0.196
21. C -0.379
22. C -0.076
23. N 0.053
24. H 0.080
25. H 0.093
26. H 0.073
27. H 0.120
28. H 0.108
29. H 0.120
30. H 0.083
31. H 0.069
32. H 0.071
33. H 0.041
34. H 0.018
35. C -0.048
36. O -0.178
37. C -0.168
38. C -0.444
39. C -0.059
40. N 0.016
41. H 0.082
42. H 0.077
43. H 0.071
44. H 0.108
45. H 0.074
46. H 0.125
47. H 0.067
48. H 0.076
49. H 0.063
50. H 0.072
51. H 0.074
52. C -0.115
53. O -0.167
54. C -0.225
55. C -0.414
56. C -0.083
57. N 0.039
58. H 0.085
59. H 0.085
60. H 0.091
61. H 0.122
62. H 0.124
63. H 0.134
64. H 0.075
65. H 0.079
66. H 0.072
67. H 0.063
68. H 0.068
69. C -0.067
70. O -0.246
71. C -0.173
72. C -0.414
73. C -0.049
74. N 0.052
75. H 0.071
76. H 0.081
77. H 0.088
78. H 0.114
79. H 0.120
80. H 0.128
81. H 0.067
82. H 0.080
83. H 0.076
84. H 0.017
85. H 0.067
86. C -0.117
87. O -0.177
88. C -0.180
89. C -0.420
90. C -0.079
91. N 0.026
92. H 0.099
93. H 0.070
94. H 0.057
95. H 0.100
96. H 0.121
97. H 0.109
98. H 0.079
99. H 0.073